1.
The molecule C15H17FN2O3S in a non-equilibrium geometry, computed with the ωB97M-V functional and the def2-TZVPD basis.

Values from the calculation:
HOMO: -8.468 eV
ΔE to the lowest compared entry with this formula, charge and spin: 26.0 kJ/mol
SMILES: COc1ccc(CNS(=O)(=O)NCc2ccccc2F)cc1
E_tot: -38505.6405 eV
2S+1: 1
Lowest unoccupied orbital energy: 0.63 eV

Cartesian coordinates (Å):
C: 2.00 -1.21 -6.42
H: 1.02 -1.48 -6.83
O: 2.26 -1.87 -5.21
C: 1.43 -1.64 -4.15
C: 0.32 -0.81 -4.17
C: -0.45 -0.66 -3.03
C: -0.14 -1.33 -1.86
C: 0.98 -2.16 -1.84
C: 1.75 -2.32 -2.97
H: 2.62 -2.96 -2.97
H: 1.24 -2.67 -0.93
C: -0.94 -1.09 -0.61
N: -0.42 0.05 0.15
S: 1.10 -0.20 0.81
O: 1.13 -1.54 1.32
O: 2.12 0.25 -0.08
N: 1.04 0.89 2.05
H: 1.80 1.55 2.03
C: 0.58 0.46 3.35
C: -0.65 1.23 3.78
C: -1.74 1.36 2.92
C: -2.86 2.06 3.31
C: -2.92 2.66 4.56
C: -1.85 2.55 5.43
C: -0.73 1.84 5.02
F: 0.31 1.74 5.88
H: -1.86 3.00 6.40
H: -3.80 3.21 4.86
H: -3.70 2.15 2.63
H: -1.67 0.89 1.95
H: 0.33 -0.60 3.25
H: 1.37 0.56 4.10
H: -0.37 0.88 -0.42
H: -0.86 -1.95 0.07
H: -1.99 -0.89 -0.83
H: -1.31 -0.01 -3.06
H: 0.04 -0.27 -5.07
H: 2.05 -0.12 -6.30
H: 2.78 -1.53 -7.10

2.
A structure of composition C23H51N6O17V in a non-equilibrium geometry, computed with the ωB97M-V functional and the def2-TZVPD basis.

Values from the calculation:
Total charge: +1
HOMO (spin up / spin down): -10.942 / -10.942 eV
E_tot: -94105.8912 eV
2S+1: 4
Lowest unoccupied orbital energy (spin up / spin down): -3.00 / -3.04 eV

Cartesian coordinates (Å):
V: 3.18 1.26 0.61
N: 0.20 -0.24 -0.14
O: -0.08 -1.45 0.13
O: 1.30 0.14 0.39
O: -0.60 0.50 -0.79
C: -2.40 2.72 -2.25
O: -3.21 3.82 -2.47
C: -2.95 4.93 -1.78
O: -2.22 5.06 -0.80
O: -3.68 5.92 -2.32
C: -3.65 7.27 -1.93
H: -2.43 2.39 -1.21
H: -1.44 3.12 -2.56
H: -2.67 1.89 -2.90
H: -4.22 7.76 -2.71
H: -2.65 7.70 -1.83
H: -4.10 7.52 -0.97
C: -2.34 -3.97 1.71
O: -2.32 -4.87 2.85
C: -3.52 -5.04 3.55
O: -4.64 -4.63 3.25
O: -3.18 -5.71 4.65
C: -4.02 -5.80 5.81
H: -2.99 -3.11 1.87
H: -2.65 -4.36 0.73
H: -1.31 -3.71 1.49
H: -3.58 -5.10 6.52
H: -3.93 -6.82 6.20
H: -5.07 -5.57 5.60
C: -0.92 -2.16 -2.80
O: -1.30 -2.17 -4.15
C: -1.76 -1.03 -4.77
O: -1.88 0.08 -4.22
O: -1.96 -1.35 -6.07
C: -2.36 -0.31 -6.95
H: -1.81 -2.20 -2.17
H: -0.33 -1.27 -2.60
H: -0.22 -2.99 -2.69
H: -1.69 0.55 -6.98
H: -3.22 0.22 -6.54
H: -2.48 -0.58 -8.00
C: 3.64 1.90 -3.62
C: 2.44 1.53 -2.69
O: 2.71 1.38 -1.51
N: 1.22 1.33 -3.23
C: 0.82 1.71 -4.56
H: 3.63 1.26 -4.50
H: 4.63 1.95 -3.15
H: 3.38 2.89 -3.98
H: 0.48 1.02 -2.62
H: -0.23 1.97 -4.59
H: 0.89 0.89 -5.27
H: 1.41 2.55 -4.92
C: 5.05 -1.05 3.51
C: 3.68 -0.92 2.99
O: 3.49 -0.18 2.00
N: 2.73 -1.73 3.45
C: 1.44 -1.72 2.87
H: 5.25 -2.07 3.85
H: 5.07 -0.26 4.26
H: 5.81 -0.76 2.79
H: 2.94 -2.24 4.29
H: 0.94 -0.78 2.63
H: 0.80 -2.26 3.57
H: 1.41 -2.23 1.90
C: 1.34 1.73 4.47
C: 1.02 2.24 3.08
O: 1.84 2.03 2.18
N: -0.15 2.79 2.94
C: -0.56 3.30 1.61
H: 0.53 1.80 5.20
H: 2.20 2.28 4.84
H: 1.68 0.71 4.26
H: -0.70 3.10 3.72
H: -0.18 2.78 0.73
H: -0.20 4.33 1.64
H: -1.61 3.47 1.36
C: 3.04 -2.05 -2.44
C: 3.88 -1.90 -1.16
O: 3.75 -0.85 -0.53
N: 4.77 -2.89 -0.95
C: 5.81 -2.66 0.05
H: 3.27 -1.34 -3.23
H: 1.99 -1.87 -2.19
H: 3.08 -3.08 -2.79
H: 4.80 -3.79 -1.39
H: 5.35 -2.86 1.01
H: 6.33 -1.71 -0.11
H: 6.53 -3.47 -0.04
O: -4.98 0.13 1.84
C: -3.94 0.55 2.31
N: -4.01 1.47 3.27
C: -2.58 -0.03 1.78
H: -3.27 1.73 3.90
H: -4.92 1.90 3.36
H: -2.34 -0.94 2.32
H: -1.82 0.72 2.00
H: -2.43 -0.21 0.72

3.
A structure of composition C23H24BN4O2RuS, computed with the ωB97M-V functional and the def2-TZVPD basis.

Values from the calculation:
HOMO (spin up / spin down): -7.420 / -7.862 eV
ΔE to the lowest compared entry with this formula, charge and spin: 1.7 kJ/mol
E_tot: -48392.0981 eV
2S+1: 2
Lowest unoccupied orbital energy (spin up / spin down): 0.61 / -0.80 eV

Cartesian coordinates (Å):
Ru: -0.01 -0.55 -0.33
C: 2.64 1.04 -0.05
N: 2.14 -0.36 0.00
C: 2.93 -1.13 -1.00
C: 2.33 -0.89 1.36
C: 3.59 -1.21 1.83
C: 3.73 -1.79 3.09
C: 2.61 -2.06 3.84
C: 1.34 -1.71 3.38
C: 1.19 -1.07 2.15
N: -0.02 -0.68 1.56
C: -1.28 -0.71 2.18
C: -1.51 -0.63 3.56
C: -2.79 -0.78 4.06
C: -3.87 -1.00 3.21
C: -3.66 -0.99 1.84
C: -2.39 -0.81 1.33
N: -2.16 -0.60 -0.11
C: -2.78 0.71 -0.44
C: -2.83 -1.63 -0.95
H: 3.71 1.06 0.17
H: 2.10 1.65 0.68
H: 2.47 1.44 -1.04
H: 4.00 -0.93 -0.89
H: 2.60 -0.83 -1.99
H: 2.75 -2.19 -0.87
H: 4.46 -1.03 1.21
H: 4.72 -2.05 3.45
H: 2.70 -2.55 4.80
H: 0.48 -1.97 3.97
H: -0.69 -0.42 4.23
H: -2.95 -0.71 5.13
H: -4.86 -1.14 3.61
H: -4.50 -1.10 1.17
H: -3.86 0.66 -0.27
H: -2.59 0.94 -1.49
H: -2.35 1.49 0.19
H: -3.92 -1.50 -0.94
H: -2.58 -2.62 -0.58
H: -2.47 -1.51 -1.97
S: 0.02 0.65 -2.51
C: -0.08 1.84 -1.32
N: -0.14 2.56 -0.41
O: -0.60 -3.39 0.53
B: 0.06 -2.56 -0.40
O: 0.72 -3.38 -1.34
C: 0.49 -4.68 -0.96
C: 0.93 -5.84 -1.54
C: 0.54 -7.03 -0.94
C: -0.26 -7.04 0.20
C: -0.70 -5.85 0.79
C: -0.31 -4.68 0.18
H: 1.55 -5.82 -2.43
H: 0.86 -7.97 -1.36
H: -0.55 -7.98 0.64
H: -1.32 -5.84 1.67

4.
The molecule C25H24ClFN4O4, computed with the ωB97M-V functional and the def2-TZVPD basis.

Values from the calculation:
HOMO: -8.015 eV
ΔE to the lowest compared entry with this formula, charge and spin: 0.0 kJ/mol
SMILES: COc1ccc2[nH]c3c(c2c1)CCN1C(=O)N([C@@H](C)C(=O)NCc2c(F)cccc2Cl)C(=O)[C@]31C
E_tot: -55707.8202 eV
2S+1: 1
Lowest unoccupied orbital energy: 0.55 eV

Cartesian coordinates (Å):
C: -7.53 -2.64 1.43
H: -8.53 -2.95 1.73
O: -7.67 -1.34 0.91
C: -6.55 -0.70 0.46
C: -5.28 -1.24 0.46
C: -4.24 -0.46 -0.04
C: -4.49 0.84 -0.54
C: -5.77 1.38 -0.54
C: -6.79 0.60 -0.04
H: -7.80 0.96 -0.01
H: -5.96 2.37 -0.91
N: -3.30 1.37 -0.97
C: -2.32 0.44 -0.75
C: -2.84 -0.69 -0.19
C: -2.00 -1.87 0.20
H: -2.50 -2.80 -0.07
H: -1.85 -1.87 1.28
C: -0.64 -1.79 -0.51
N: -0.12 -0.44 -0.46
C: 0.68 0.02 0.52
O: 1.35 -0.65 1.27
N: 0.63 1.42 0.49
C: -0.31 1.87 -0.40
O: -0.63 3.02 -0.59
C: -0.87 0.64 -1.09
C: -0.64 0.72 -2.60
H: 0.43 0.70 -2.81
H: -1.05 1.65 -2.98
H: -1.12 -0.11 -3.11
C: 1.43 2.33 1.31
C: 1.18 2.12 2.80
H: 0.15 2.35 3.04
H: 1.38 1.09 3.09
H: 1.83 2.78 3.36
H: 1.10 3.34 1.01
C: 2.91 2.21 0.91
O: 3.48 3.10 0.31
N: 3.50 1.07 1.30
H: 2.91 0.33 1.68
C: 4.78 0.64 0.77
C: 4.61 -0.69 0.09
C: 5.22 -1.84 0.58
C: 5.03 -3.09 0.02
C: 4.19 -3.21 -1.07
C: 3.57 -2.10 -1.60
C: 3.78 -0.85 -1.02
Cl: 3.01 0.52 -1.72
H: 2.92 -2.18 -2.45
H: 4.03 -4.18 -1.52
H: 5.53 -3.94 0.45
F: 6.03 -1.73 1.65
H: 5.11 1.41 0.08
H: 5.50 0.55 1.59
H: 0.10 -2.43 -0.02
H: -0.74 -2.07 -1.56
H: -3.14 2.31 -1.29
H: -5.08 -2.23 0.83
H: -6.87 -2.66 2.30
H: -7.16 -3.33 0.67

5.
A structure of composition C6H14F3NNbO8PSTl in a non-equilibrium geometry, computed with the ωB97M-V functional and the def2-TZVPD basis.

Values from the calculation:
Total charge: +1
HOMO: -12.447 eV
E_tot: -58817.0181 eV
2S+1: 1
Lowest unoccupied orbital energy: -8.27 eV

Cartesian coordinates (Å):
C: 3.87 -0.11 -0.38
N: 3.06 1.08 0.10
C: 1.86 0.68 0.92
Nb: 0.04 0.02 -0.30
C: -1.06 -0.51 1.62
O: -0.09 -1.19 2.50
C: -0.28 -2.65 2.51
F: -1.22 -3.06 3.61
F: 1.06 -3.24 2.91
F: -0.60 -3.26 1.20
C: 1.09 0.32 -2.31
O: 1.36 -0.78 -3.06
O: 1.55 1.61 -2.86
P: -1.97 -0.92 -1.62
O: -3.29 -0.08 -1.34
O: -1.67 -0.77 -3.36
O: -2.28 -2.59 -1.23
S: -0.84 2.37 -0.39
C: -1.67 2.98 1.17
O: -1.78 2.55 -1.61
O: 0.38 3.34 -0.64
H: 3.20 -1.08 -0.34
H: 4.12 0.08 -1.52
H: 4.89 -0.26 0.19
H: 3.71 1.57 0.78
H: 2.16 -0.10 1.74
H: 1.52 1.66 1.51
H: 0.76 -1.67 -0.28
H: -1.45 0.43 2.25
H: -2.04 -1.15 1.41
H: -2.43 -1.24 -3.86
H: -1.49 -3.17 -1.47
H: -1.03 2.65 2.10
H: -1.62 4.17 1.14
H: -2.81 2.67 1.28
Tl: -4.99 -0.33 -2.37

6.
A cluster of 2 separate species, C2F4OS in total in a non-equilibrium geometry, computed with the ωB97M-V functional and the def2-TZVPD basis.

Values from the calculation:
HOMO (spin up / spin down): -10.076 / -9.843 eV
ΔE to the lowest compared entry with this formula, charge and spin: 407.7 kJ/mol
E_tot: -25820.4556 eV
2S+1: 1
Lowest unoccupied orbital energy (spin up / spin down): -0.71 / -2.48 eV

Cartesian coordinates (Å):
C: -1.39 0.08 -0.04
C: 1.67 0.73 0.72
O: -3.38 -1.05 -1.26
F: -1.70 1.30 -0.45
F: 2.46 0.76 1.84
F: 1.77 1.86 0.10
F: 1.83 -0.32 0.00
S: -2.12 -1.33 -0.52

7.
A structure of composition C36H43N3O4ReSSeTe in a non-equilibrium geometry, computed with the ωB97M-V functional and the def2-TZVPD basis.

Values from the calculation:
Total charge: +1
HOMO: -8.905 eV
ΔE to the lowest compared entry with this formula, charge and spin: 125.5 kJ/mol
E_tot: -136287.1359 eV
2S+1: 1
Lowest unoccupied orbital energy: -3.65 eV

Cartesian coordinates (Å):
Re: -1.70 -0.71 0.51
C: -3.60 -1.94 2.34
C: -4.84 -1.86 1.82
C: -4.81 -2.37 0.46
C: -3.55 -2.76 0.16
C: -2.66 -2.47 1.32
H: -3.27 -1.63 3.33
H: -5.73 -1.49 2.31
H: -5.68 -2.44 -0.18
H: -3.21 -3.23 -0.76
H: -2.03 -3.29 1.66
C: 3.43 -6.51 -3.00
C: 2.79 -5.31 -2.36
C: 3.47 -4.11 -2.23
C: 2.89 -2.99 -1.63
C: 3.71 -1.72 -1.53
C: 1.57 -3.10 -1.16
Te: 0.83 -1.34 -0.19
N: -1.02 -0.31 2.10
C: -0.54 0.61 3.03
O: -1.23 1.43 3.57
C: 0.92 0.54 3.33
C: 1.64 -0.64 3.17
C: 2.99 -0.68 3.49
C: 3.62 0.45 3.98
C: 2.91 1.63 4.13
C: 1.56 1.68 3.82
C: 0.80 -0.08 -1.91
C: 1.32 1.21 -1.75
C: 2.15 1.66 -0.57
C: 1.08 2.15 -2.76
C: 0.36 1.83 -3.90
C: 0.00 2.88 -4.92
C: -0.08 0.52 -4.05
C: 0.11 -0.45 -3.08
C: -0.42 -1.84 -3.32
C: 0.86 -4.30 -1.26
C: -0.55 -4.48 -0.75
C: 1.49 -5.38 -1.87
H: 4.45 -6.29 -3.32
H: 2.86 -6.84 -3.87
H: 3.46 -7.35 -2.29
H: 4.48 -4.03 -2.60
H: 4.74 -1.91 -1.83
H: 3.71 -1.34 -0.51
H: 3.30 -0.95 -2.18
H: 1.13 -1.53 2.82
H: 3.54 -1.61 3.40
H: 4.67 0.41 4.27
H: 3.40 2.52 4.51
H: 0.99 2.58 3.96
H: 2.37 0.84 0.11
H: 1.65 2.44 0.01
H: 3.10 2.06 -0.93
H: 1.47 3.15 -2.64
H: 0.64 3.75 -4.83
H: -1.03 3.20 -4.77
H: 0.09 2.48 -5.93
H: -0.61 0.24 -4.96
H: -1.08 -1.85 -4.19
H: -0.99 -2.20 -2.46
H: 0.39 -2.55 -3.50
H: -0.94 -3.56 -0.33
H: -0.58 -5.25 0.02
H: -1.20 -4.81 -1.56
H: 0.94 -6.32 -1.96
C: -4.70 0.36 -1.82
S: -3.21 0.78 -0.98
O: -2.82 2.09 -1.35
O: -2.19 -0.29 -1.38
O: -3.45 0.56 0.48
H: -4.62 0.70 -2.85
H: -5.51 0.87 -1.29
H: -4.83 -0.72 -1.76
C: -1.47 4.30 5.02
N: -0.82 4.90 3.87
C: 0.10 5.94 3.90
C: 0.45 6.21 2.63
N: -0.25 5.33 1.82
C: -0.17 5.25 0.38
C: -1.03 4.53 2.59
Se: -2.18 3.24 1.93
H: -1.01 4.67 5.93
H: -1.39 3.22 4.96
H: -2.53 4.56 5.02
H: 0.42 6.40 4.82
H: 1.12 6.95 2.23
H: 0.33 6.14 0.00
H: -1.17 5.18 -0.05
H: 0.37 4.36 0.07

8.
A cluster of 11 separate species, BF4H20O10 in total in a non-equilibrium geometry, computed with the ωB97M-V functional and the def2-TZVPD basis.

Values from the calculation:
Total charge: -1
HOMO: -7.102 eV
ΔE to the lowest compared entry with this formula, charge and spin: 89.9 kJ/mol
E_tot: -32355.8725 eV
2S+1: 1
Lowest unoccupied orbital energy: 2.57 eV

Cartesian coordinates (Å):
B: -5.05 -16.68 -18.42
F: -5.12 -15.70 -17.41
F: -5.63 -16.14 -19.57
F: -3.71 -16.85 -18.73
F: -5.47 -17.94 -18.01
O: -2.49 -17.10 -15.38
H: -1.60 -17.28 -15.16
H: -2.81 -17.65 -16.10
O: -6.78 -13.30 -17.10
H: -6.18 -13.39 -16.36
H: -7.59 -13.40 -16.61
O: -3.56 -13.10 -18.15
H: -4.43 -13.52 -18.09
H: -3.71 -12.23 -17.76
O: -7.15 -14.04 -19.88
H: -6.75 -14.85 -20.15
H: -6.90 -14.09 -18.94
O: -5.00 -18.64 -15.43
H: -5.95 -18.88 -15.46
H: -4.82 -18.32 -16.32
O: -4.25 -13.86 -15.29
H: -4.03 -14.14 -16.18
H: -4.79 -14.63 -15.05
O: -7.62 -16.28 -16.43
H: -6.78 -16.18 -16.93
H: -7.65 -17.18 -16.06
O: -1.74 -14.87 -16.96
H: -2.14 -15.68 -16.65
H: -2.36 -14.55 -17.57
O: -2.61 -14.96 -20.28
H: -2.95 -15.71 -19.75
H: -3.02 -15.04 -21.16
O: -5.63 -16.09 -14.44
H: -5.20 -16.92 -14.47
H: -6.32 -16.22 -15.14

9.
A cluster of 2 separate species, C4H6OS in total in a non-equilibrium geometry, computed with the ωB97M-V functional and the def2-TZVPD basis.

Values from the calculation:
HOMO: -7.846 eV
ΔE to the lowest compared entry with this formula, charge and spin: 634.9 kJ/mol
E_tot: -17121.5500 eV
2S+1: 1
Lowest unoccupied orbital energy: -1.38 eV

Cartesian coordinates (Å):
C: -0.75 2.59 0.42
C: -0.74 1.65 1.15
C: 1.04 -0.82 -0.93
C: 0.16 -0.86 0.29
O: 0.74 -0.89 1.47
S: -1.56 -1.27 0.18
H: -1.31 3.34 -0.22
H: 0.43 -0.67 -1.84
H: 1.70 0.02 -0.77
H: 1.76 -1.64 -0.91
H: 0.27 -0.65 2.26
H: -1.72 -0.78 -1.10

10.
The molecule C9H7NO in a non-equilibrium geometry, computed with the ωB97M-V functional and the def2-TZVPD basis.

Values from the calculation:
HOMO: -9.507 eV
ΔE to the lowest compared entry with this formula, charge and spin: 197.3 kJ/mol
SMILES: N#C[C@H](C=O)c1ccccc1
E_tot: -12982.1236 eV
2S+1: 1
Lowest unoccupied orbital energy: 0.38 eV

Cartesian coordinates (Å):
C: 0.23 2.40 -1.75
C: -1.06 -1.18 1.45
C: 0.16 -0.73 1.86
C: -1.50 -0.86 0.10
C: 0.95 0.10 1.08
C: -0.78 -0.01 -0.69
C: 0.43 0.55 -0.14
C: 2.05 0.89 -1.91
C: 1.14 1.68 -0.91
N: -0.37 3.22 -2.26
O: 1.71 0.19 -2.81
H: -1.66 -1.94 2.08
H: 0.50 -1.09 2.89
H: -2.48 -1.21 -0.25
H: 1.80 0.44 1.70
H: -1.06 0.56 -1.63
H: 3.13 1.00 -1.67
H: 1.77 2.36 -0.39